Formula: C61H115N8O15P3
Source: OMol25
Level of theory: ωB97M-V with the def2-TZVPD basis set

```
202
Properties=species:S:1:pos:R:3:forces:R:3:mulliken_charge:R:1
C -2.945 -1.625 -4.831 0.812 0.344 -0.337 -1.42
C -4.198 -1.218 -4.069 -0.087 -0.826 0.174 -0.63
N -4.034 -1.007 -2.565 1.560 0.058 -0.595 1.54
C -3.113 0.200 -2.328 -1.365 0.878 -0.506 0.23
C -5.398 -0.924 -1.886 0.434 1.270 -0.057 0.19
C -6.364 0.102 -2.531 -0.213 -0.498 -0.570 -1.46
C -3.147 -2.098 -1.918 -0.936 -0.466 -0.066 1.36
C -3.729 -3.508 -2.046 -0.370 -0.248 -0.354 -1.22
O -4.934 -3.864 -1.351 0.779 0.671 0.122 -0.50
C -4.685 -3.917 0.040 -0.304 -0.280 0.264 -0.56
H -3.144 -1.628 -5.918 -0.083 0.107 0.507 0.55
H -2.435 -2.556 -4.612 -0.668 -0.581 0.301 0.11
H -2.125 -0.933 -4.649 -0.116 0.502 -0.176 0.07
H -4.967 -2.003 -4.191 0.143 0.495 0.049 0.60
H -4.541 -0.283 -4.518 -0.187 -0.118 0.391 0.54
H -2.901 0.264 -1.276 0.087 -0.235 0.336 -0.82
H -3.583 1.145 -2.623 -0.274 -0.388 -0.261 -0.02
H -2.179 0.059 -2.860 -0.028 -0.147 0.100 -0.07
H -5.172 -0.698 -0.837 -0.097 0.234 -0.207 -0.40
H -5.807 -1.918 -1.888 -0.186 -0.332 -0.274 0.67
H -7.337 0.098 -2.042 0.143 -0.178 0.570 0.47
H -6.652 -0.187 -3.555 0.413 -0.059 0.201 0.40
H -6.062 1.147 -2.578 0.510 -0.093 0.243 0.20
H -2.890 -1.696 -0.911 -0.224 -0.429 -0.209 0.43
H -2.163 -2.094 -2.422 -0.468 0.228 0.125 -1.07
H -2.971 -4.243 -1.751 0.294 0.179 0.030 0.36
H -3.946 -3.711 -3.099 -0.014 -0.012 0.047 0.41
H -4.011 -4.748 0.280 0.036 -0.037 -0.050 0.31
H -5.635 -4.098 0.537 -0.073 -0.004 0.000 0.35
H -4.253 -3.005 0.457 -0.011 0.135 -0.213 -0.03
C 0.115 5.387 2.818 -0.695 0.660 -1.805 -1.40
C 1.148 4.570 2.060 0.417 0.374 0.120 -0.51
N 0.610 3.608 1.052 0.785 -1.490 -0.677 1.82
C -0.222 2.539 1.727 0.215 0.593 -0.196 -1.40
C -0.265 4.216 -0.062 0.805 -0.024 0.858 0.96
C 0.446 5.223 -0.935 0.379 0.521 -0.501 -1.84
C 1.764 2.744 0.403 1.385 1.396 -0.061 1.01
C 3.150 3.460 0.149 -1.506 0.206 -0.183 -1.16
O 3.811 3.730 1.353 0.647 0.170 0.394 -0.43
C 4.399 2.607 1.967 -0.052 -0.946 0.195 -0.55
H -0.742 4.814 3.130 -0.058 -0.373 0.674 0.25
H -0.333 6.129 2.126 0.284 -0.170 0.264 0.28
H 0.561 5.967 3.610 0.166 -0.187 0.386 0.46
H 1.789 4.025 2.749 -0.176 -0.330 -0.083 0.42
H 1.833 5.231 1.536 -0.033 0.092 -0.058 0.52
H -0.419 1.780 0.966 -0.066 0.024 0.082 -0.48
H -1.143 2.987 2.105 0.170 -0.073 0.040 0.50
H 0.412 2.138 2.516 -0.298 -0.083 0.151 0.54
H -1.071 4.688 0.494 -0.282 -0.038 -0.224 0.49
H -0.603 3.337 -0.612 -0.205 -0.038 -0.041 -0.91
H -0.279 5.713 -1.605 0.094 -0.213 0.349 0.36
H 1.217 4.814 -1.591 -0.225 -0.436 0.004 0.31
H 0.976 6.010 -0.389 -0.362 0.010 0.211 0.40
H 1.352 2.335 -0.509 -0.349 -0.266 -0.078 -0.64
H 2.034 1.922 1.065 -0.737 -0.023 0.103 -0.17
H 3.035 4.435 -0.335 -0.106 -0.138 0.019 0.47
H 3.749 2.845 -0.548 -0.231 -0.103 0.396 0.23
H 3.670 1.945 2.462 -0.124 0.086 -0.292 0.17
H 5.065 2.874 2.773 0.164 0.721 0.111 0.33
H 4.981 2.014 1.260 -0.080 -0.064 -0.209 0.32
C -1.329 -3.547 1.487 -0.021 0.072 -0.343 1.09
C -0.200 -4.521 1.331 0.675 -0.216 -0.368 -1.55
N 0.854 -4.168 0.246 -0.387 0.476 1.440 0.77
C 0.065 -3.935 -1.007 2.016 -0.585 -0.376 -0.46
C 1.500 -2.737 0.537 0.257 -1.371 0.264 1.62
C 2.484 -2.677 1.699 -1.346 -0.596 0.445 -2.29
C 1.885 -5.321 0.202 -0.071 1.296 -0.468 -0.86
C 3.027 -5.135 -0.866 -1.637 -0.317 0.389 -0.20
O 4.025 -6.054 -0.523 0.532 1.012 0.112 -0.42
C 3.922 -7.386 -0.949 0.472 0.286 0.022 -0.68
H -0.969 -2.545 1.675 -0.231 0.336 -0.226 -0.87
H -1.913 -3.843 2.358 -0.094 -0.157 -0.010 0.97
H -1.966 -3.575 0.596 0.088 0.357 0.350 -0.68
H -0.636 -5.499 1.091 0.490 0.006 -0.241 0.49
H 0.342 -4.619 2.251 0.416 -0.126 0.534 0.60
H -0.298 -2.890 -1.084 -0.448 -0.220 0.192 -0.44
H -0.579 -4.795 -1.144 -0.493 0.112 -0.079 0.10
H 0.853 -3.971 -1.754 -0.223 -0.032 -0.582 0.39
H 0.676 -2.066 0.729 -0.142 0.138 -0.028 -1.07
H 1.901 -2.390 -0.405 0.120 -0.148 -0.257 0.54
H 2.629 -1.653 2.046 0.185 0.114 -0.660 0.16
H 3.417 -3.212 1.551 0.206 0.087 0.001 0.44
H 1.936 -3.102 2.554 0.425 -0.292 0.080 0.25
H 1.325 -6.257 0.085 0.183 0.254 -0.017 0.72
H 2.432 -5.309 1.162 -0.597 -0.077 -0.285 0.30
H 3.395 -4.115 -0.772 0.404 -0.088 0.089 0.03
H 2.650 -5.224 -1.902 0.203 -0.330 0.277 0.33
H 4.041 -7.465 -2.024 -0.418 -0.052 -0.389 0.29
H 3.019 -7.858 -0.575 -0.196 -0.282 -0.118 0.29
H 4.806 -7.849 -0.528 -0.061 -0.393 0.208 0.27
P -0.538 -0.211 -0.553 1.053 1.337 -0.454 -0.80
O -0.278 -1.110 -1.786 0.026 -1.298 -0.438 0.02
O -1.835 -0.620 0.172 -0.324 -0.059 0.536 0.31
O -0.595 1.236 -1.110 -0.533 0.468 0.344 -0.20
O 0.658 -0.308 0.419 -0.003 0.397 0.602 -0.50
N 1.094 3.019 -4.628 0.039 -0.588 0.013 -0.56
C 0.820 1.973 -3.838 0.036 -0.049 -0.261 0.16
C 0.331 0.746 -4.313 0.526 0.552 0.101 1.84
C 0.161 0.589 -5.684 0.104 0.063 0.508 -0.73
C 0.449 1.664 -6.526 -0.229 -0.060 0.514 -0.71
C 0.906 2.837 -5.940 0.089 0.216 -0.075 -0.74
H 1.008 2.081 -2.768 -0.276 0.011 -0.238 -0.06
H 0.158 -0.014 -3.554 -0.215 -0.200 -0.090 -0.34
H -0.168 -0.376 -6.047 -0.159 0.153 -0.284 0.33
H 0.256 1.626 -7.587 0.189 -0.078 -0.137 0.40
H 1.171 3.687 -6.563 -0.143 -0.013 -0.030 0.37
N 0.066 -5.013 -6.811 0.527 1.395 -0.157 -0.63
C -0.359 -5.337 -5.611 -0.750 -1.764 0.705 -0.42
C -0.300 -4.585 -4.446 0.044 0.832 -0.019 -0.26
C 0.249 -3.315 -4.527 0.591 0.158 -0.758 0.68
C 0.754 -2.935 -5.786 0.005 -0.402 -0.012 -0.65
C 0.633 -3.786 -6.897 -0.199 -0.359 0.805 -0.52
H -0.788 -6.346 -5.534 0.084 0.339 -0.058 0.34
H -0.693 -4.959 -3.511 -0.056 -0.175 -0.081 0.30
H 0.351 -2.619 -3.683 -0.217 -0.299 -0.125 0.43
H 1.293 -2.000 -5.843 -0.091 0.072 -0.304 0.35
H 1.004 -3.541 -7.886 0.073 0.279 0.135 0.41
N -5.806 0.091 1.723 -0.827 -0.489 0.815 -0.37
C -6.745 -0.104 2.691 0.885 -0.070 -1.012 -0.82
C -6.543 -0.969 3.743 -0.130 -0.386 0.397 -0.45
C -5.312 -1.612 3.882 -0.593 0.478 0.277 -0.81
C -4.350 -1.398 2.924 -0.860 -1.063 0.860 -0.39
C -4.683 -0.620 1.854 0.761 1.820 -0.527 0.37
H -7.669 0.455 2.613 0.020 0.032 -0.160 0.44
H -7.344 -1.162 4.454 0.200 0.226 -0.021 0.41
H -5.118 -2.164 4.784 0.098 -0.386 0.076 0.46
H -3.397 -1.865 3.010 0.637 -0.071 -0.108 0.27
H -3.841 -0.358 1.218 -0.193 -0.223 -0.744 0.82
N -2.636 0.953 4.408 0.228 -0.636 1.202 -0.71
C -1.987 0.562 3.322 0.609 -1.079 0.928 0.27
C -1.025 -0.468 3.327 0.286 0.792 0.108 0.75
C -0.763 -1.141 4.501 0.349 0.198 -0.180 -0.13
C -1.454 -0.774 5.666 -0.225 -0.279 -0.706 -0.69
C -2.355 0.277 5.579 -0.037 0.020 -1.486 -0.79
H -2.202 0.987 2.367 -0.333 0.516 -0.384 -0.14
H -0.414 -0.579 2.434 -0.233 -0.273 -0.203 0.27
H 0.033 -1.896 4.474 -0.423 0.124 0.342 0.35
H -1.347 -1.370 6.565 0.055 0.327 0.147 0.41
H -2.930 0.543 6.447 -0.156 0.352 0.151 0.41
N 4.873 0.321 -0.776 0.001 -0.502 -1.089 -0.19
C 3.583 -0.062 -0.859 -0.109 0.268 -0.116 -0.80
C 2.913 -0.410 -2.041 0.289 0.133 0.403 0.89
C 3.662 -0.388 -3.220 -0.908 0.107 0.129 -0.38
C 4.980 0.004 -3.187 0.693 -0.072 1.362 -0.70
C 5.561 0.322 -1.941 -1.077 -0.363 -0.006 -0.83
H 2.996 -0.063 0.061 0.074 0.028 -0.084 0.98
H 1.833 -0.649 -1.977 0.560 0.041 -0.168 -0.22
H 3.185 -0.631 -4.163 0.021 -0.027 -0.033 0.37
H 5.598 -0.010 -4.062 0.175 0.114 -0.370 0.46
H 6.616 0.531 -1.878 0.169 0.265 0.038 0.44
C 8.886 1.947 6.978 -0.433 -0.711 0.156 -1.12
C 8.177 1.943 5.591 1.753 -1.117 1.562 -0.17
O 6.793 2.173 5.761 -0.566 0.193 -0.161 -0.35
P 5.687 1.082 5.506 1.548 -1.197 -1.528 1.10
O 4.323 1.577 5.529 -0.501 -0.095 0.628 -0.78
O 6.134 0.549 4.018 0.156 0.471 1.379 -0.35
C 5.372 -0.497 3.413 -0.003 -1.093 -0.013 -0.06
C 5.999 -1.910 3.706 -0.308 1.012 -0.283 -0.96
O 6.097 -0.153 6.496 0.538 1.751 -0.954 -0.16
C 5.109 -0.901 7.169 -1.744 -0.418 -0.011 -0.21
C 5.812 -2.044 7.876 0.891 0.467 -0.429 -1.14
H 8.493 1.170 7.666 0.037 0.230 -0.596 0.21
H 9.963 1.752 6.885 -0.255 0.156 -0.197 0.37
H 8.745 2.885 7.513 0.014 0.206 -0.258 0.31
H 8.684 2.699 5.012 -0.597 0.557 -0.479 0.42
H 8.366 0.986 5.087 -0.217 0.202 0.120 0.20
H 4.341 -0.392 3.793 0.195 -0.403 -0.232 0.36
H 5.358 -0.318 2.329 0.034 0.089 0.304 0.17
H 5.381 -2.704 3.289 -0.328 0.058 0.123 0.23
H 6.968 -2.039 3.203 -0.140 0.371 0.359 0.35
H 6.099 -2.038 4.789 0.109 -0.142 -0.274 0.10
H 4.553 -0.243 7.854 0.124 -0.242 -0.147 0.41
H 4.416 -1.239 6.371 -0.031 -0.138 0.746 0.29
H 6.683 -1.574 8.342 0.075 -0.297 0.068 0.24
H 5.315 -2.628 8.643 -0.622 0.290 -0.089 0.38
H 6.167 -2.726 7.106 0.205 -0.185 0.081 0.26
C -4.137 3.210 1.640 -0.234 -0.237 -0.506 -1.70
C -3.765 2.788 0.225 -0.670 -0.707 -0.075 0.95
O -3.548 3.993 -0.512 0.867 1.029 0.049 -0.26
P -4.064 4.337 -1.935 -1.345 -1.982 -2.303 0.74
O -4.945 3.291 -2.605 1.495 1.699 1.368 -0.70
O -4.731 5.743 -1.788 0.051 0.473 0.936 -0.31
C -5.645 6.319 -2.720 0.952 0.272 -1.552 -0.23
C -4.861 7.128 -3.803 0.239 -0.799 0.188 -0.96
O -2.744 4.685 -2.762 -1.640 0.751 0.076 -0.25
C -2.025 3.596 -3.296 2.403 -1.159 0.367 0.87
C -2.536 2.974 -4.586 -0.605 0.719 -0.478 -1.21
H -3.436 3.944 2.038 0.130 -0.018 -0.057 0.20
H -5.111 3.690 1.534 -0.061 0.041 0.471 0.57
H -4.196 2.365 2.331 -0.080 0.085 -0.152 0.15
H -2.885 2.123 0.157 -0.162 0.394 -0.100 -0.46
H -4.614 2.345 -0.322 0.274 -0.550 0.717 0.52
H -6.215 5.496 -3.174 -0.048 0.382 0.073 0.26
H -6.284 7.007 -2.186 -0.198 -0.118 0.374 0.30
H -4.137 7.839 -3.369 -0.495 -0.262 0.038 0.25
H -4.285 6.463 -4.461 -0.084 -0.029 0.362 0.18
H -5.534 7.650 -4.473 -0.320 0.260 0.114 0.42
H -1.033 4.041 -3.483 -0.279 -0.325 -0.112 0.35
H -1.853 2.883 -2.467 -0.055 -0.237 -0.510 -0.28
H -1.815 2.423 -5.205 0.269 0.245 0.684 0.14
H -3.402 2.329 -4.468 -0.145 0.058 0.244 0.07
H -2.851 3.826 -5.199 -0.135 -0.136 -0.162 0.45
```
Positions in Å, forces in eV/Å.

Calculated values
E_HOMO, eV: -6.617
LUMO energy, eV: 0.21
Orbital gap, eV: 6.825